A | Density functional theory data (ωB97M-V with the def2-TZVPD basis set) for C3H9B in the gas phase.

Values from the calculation:
Kohn-Sham gap: 11.030 eV
Lowest unoccupied orbital energy: 0.774 eV

Each line ends with the Löwdin charge.
Positions of all 13 atoms, in Å:
B (1.083, -0.378, 1.184)  -0.236
C (0.437, 1.005, -0.885)  -0.108
C (-1.333, -0.649, -0.274)  -0.056
C (0.078, -0.036, 0.114)  -0.329
H (0.591, -1.272, 1.799)  0.033
H (2.159, -0.089, 1.083)  0.016
H (0.851, 0.374, -1.702)  0.116
H (1.287, 1.615, -0.597)  0.083
H (-0.398, 1.547, -1.140)  0.049
H (-1.519, -0.550, -1.357)  0.078
H (-1.187, -1.755, -0.037)  0.091
H (-2.216, -0.449, 0.328)  0.072
H (0.167, 0.637, 1.483)  0.189



B | Density functional theory data (ωB97M-V with the def2-TZVPD basis set) for a 2-piece molecular cluster, C3H9B overall.

Values from the calculation:
Kohn-Sham gap: 11.014 eV
Lowest unoccupied orbital energy: 0.663 eV

Each line ends with the Löwdin charge.
Positions of all 13 atoms, in Å:
B (-1.123, 1.404, -0.102)  -0.151
C (0.380, -0.499, -1.238)  -0.100
C (0.238, -0.430, 1.259)  -0.112
C (-0.233, 0.174, -0.042)  -0.399
H (-1.436, 1.946, 0.889)  0.020
H (-1.372, 1.886, -1.140)  0.018
H (1.464, -0.424, -1.153)  0.088
H (0.073, -0.028, -2.168)  0.074
H (0.131, -1.560, -1.281)  0.081
H (-0.372, -0.080, 2.090)  0.074
H (0.199, -1.523, 1.235)  0.080
H (1.269, -0.136, 1.448)  0.086
H (-1.740, -0.167, -0.002)  0.240



Stability, lowest: A



A | Density functional theory data (ωB97M-V with the def2-TZVPD basis set) for C3H5ClN2S in the gas phase.

Values from the calculation:
Kohn-Sham gap: 9.140 eV
Lowest unoccupied orbital energy: 0.219 eV

Each line ends with the Löwdin charge.
Positions of all 12 atoms, in Å:
C (0.599, -1.336, -0.391)  -0.259
C (-0.992, -0.452, 0.935)  -0.319
C (1.027, 0.033, -0.674)  -0.692
N (-0.428, -1.558, 0.344)  0.042
N (-1.191, 1.696, -0.391)  -0.420
S (-0.011, 1.143, 0.424)  0.882
Cl (2.764, -0.021, 0.047)  0.507
H (1.064, -2.137, -0.729)  0.064
H (-1.944, -0.139, 0.657)  0.050
H (-1.098, -0.340, 2.039)  0.103
H (1.159, 0.435, -1.647)  0.066
H (-0.951, 2.676, -0.614)  -0.022



B | Density functional theory data (ωB97M-V with the def2-TZVPD basis set) for C3H5ClN2S in the gas phase.

Values from the calculation:
Structure (SMILES): S=CN/N=C\CCl
Kohn-Sham gap: 7.975 eV
Lowest unoccupied orbital energy: -0.489 eV

Each line ends with the Löwdin charge.
Positions of all 12 atoms, in Å:
S (-2.541, -1.875, -0.635)  0.444
C (-1.260, -1.081, 0.310)  -0.636
N (-0.089, -1.536, 0.014)  -0.121
N (1.180, -1.006, 0.410)  0.066
C (1.245, 0.340, 0.404)  -0.163
C (0.279, 1.525, -0.234)  -0.531
Cl (1.280, 2.312, -1.602)  0.461
H (-1.409, -0.249, 0.970)  0.065
H (-0.095, -2.453, -0.323)  0.088
H (2.160, 0.717, 0.771)  0.069
H (0.037, 2.239, 0.742)  0.125
H (-0.787, 1.067, -0.827)  0.133



Stability, lowest: B